# C49H80BrClN4O6

3 unconnected molecules or ions with the total composition C49H80BrClN4O6 at a distorted geometry (the ωB97M-V functional and the def2-TZVPD basis, the OMol25 dataset).

XYZ file:
```
141
Properties=species:S:1:pos:R:3:forces:R:3:mulliken_charge:R:1
C -9.2516 -1.4169 -10.1060 0.33 0.19 0.57 -0.520
C -8.4347 -1.7848 -9.0843 0.00 -0.18 -0.03 -0.499
C -7.5456 -2.9592 -9.3091 -1.94 -0.88 0.59 0.709
O -7.9054 -3.9694 -9.8572 0.39 -0.31 -0.31 -0.569
O -6.3031 -2.7176 -8.8877 0.04 0.04 -0.21 -0.234
C -5.3655 -3.7638 -9.1913 0.76 -0.42 0.74 -0.630
C -4.0890 -3.5093 -8.3811 -0.22 0.45 -0.50 -0.515
C -2.9852 -2.8540 -9.2138 0.79 -0.26 0.64 -0.506
C -1.6152 -2.9377 -8.5123 -0.38 0.31 0.75 -0.939
C -1.4184 -1.7904 -7.4820 0.64 -0.52 -0.23 -0.909
C -0.0687 -1.0379 -7.6752 -1.17 0.50 0.09 -1.057
C -0.2518 0.4549 -7.4740 0.20 -0.24 -0.03 -0.348
C -1.1334 1.1300 -8.2822 0.35 0.12 0.68 0.412
C -1.3903 2.5174 -8.1410 0.11 -0.01 0.33 0.366
C -2.4085 3.1389 -9.0801 0.14 -0.66 -0.40 -0.693
C -3.6029 2.2270 -9.4617 -0.13 0.32 -0.04 -0.898
C -3.7376 1.9687 -10.9576 -0.24 0.31 0.58 -0.938
Br -2.4024 0.7550 -11.6758 -0.07 0.07 -0.07 -0.169
C -0.6944 3.2265 -7.1709 -0.49 -0.11 -0.78 0.035
C -0.9061 4.7162 -6.9762 0.10 -0.57 -0.26 -0.821
C 0.3617 5.5362 -6.9338 -0.40 -0.17 0.62 0.423
O 0.6358 6.2262 -6.0233 0.37 0.84 0.48 -0.434
Cl 1.4633 5.4834 -8.3269 -0.20 -0.34 -0.30 -0.210
C 0.2188 2.5370 -6.3268 0.10 0.56 0.24 0.766
N 0.8514 3.2693 -5.3613 0.05 -0.43 -0.14 -0.187
C 1.7152 2.6262 -4.6241 0.04 0.19 -0.03 0.360
C 2.4765 3.3817 -3.5701 -0.56 -0.22 0.17 -0.836
C 1.6042 4.3363 -2.7537 1.08 0.93 -0.09 -0.407
C 2.5061 5.0611 -1.7366 -0.60 -0.29 0.33 -0.749
C 1.7538 5.6712 -0.5511 0.54 -0.11 0.38 -1.249
C 1.0869 4.6379 0.3759 0.75 0.48 -0.36 -0.755
C 2.0968 3.6387 0.9650 -0.36 -0.65 0.05 -0.777
C 1.9139 2.2434 0.3594 0.12 0.03 0.11 0.852
C 2.7860 1.1963 1.0364 0.05 0.31 0.10 -0.839
O 2.4792 -0.1278 0.6497 0.11 -0.13 0.10 -0.355
C 2.9531 -0.4269 -0.6378 -0.05 -0.10 -0.36 -0.706
C 1.9685 1.2412 -4.8203 0.33 -0.54 0.25 -0.855
N 1.3708 0.4819 -5.6966 -0.19 1.12 0.11 -0.567
C 0.4692 1.1627 -6.4704 -0.52 -0.65 -0.71 0.014
H -9.9743 -2.1046 -10.5300 1.18 -0.52 -1.24 0.279
H -9.1498 -0.4145 -10.5127 -1.45 0.54 0.95 0.239
H -8.3827 -1.2750 -8.1263 1.28 1.13 -0.68 0.345
H -5.1274 -3.8066 -10.2533 -0.30 0.22 -0.12 0.350
H -5.7775 -4.7301 -8.9096 -0.32 0.08 -0.05 0.398
H -4.3354 -2.8244 -7.5675 -0.05 -0.20 0.19 0.221
H -3.7498 -4.4449 -7.9371 0.10 -0.05 -0.08 0.447
H -3.2125 -1.7898 -9.3012 -0.14 -0.03 -0.57 0.038
H -2.8820 -3.3181 -10.1949 -0.32 0.06 -0.10 0.521
H -0.7978 -2.9468 -9.2311 -0.02 0.08 -0.10 0.497
H -1.5515 -3.8670 -7.9414 0.03 -0.23 -0.33 0.446
H -2.2642 -1.1056 -7.5217 0.01 0.09 -0.04 0.528
H -1.4009 -2.2254 -6.4820 -0.19 0.14 0.10 0.403
H 0.6399 -1.4434 -6.9640 0.40 0.07 -0.28 0.351
H 0.2372 -1.1683 -8.7129 0.35 -0.19 0.08 0.456
H -1.6614 0.5514 -9.0257 -0.02 0.09 -0.11 0.044
H -1.8738 3.3582 -10.0111 0.02 0.20 0.03 0.413
H -2.8217 4.0710 -8.7137 0.17 0.10 0.14 0.238
H -4.5200 2.7634 -9.2008 -0.05 -0.05 0.06 0.388
H -3.6397 1.3011 -8.8906 0.12 -0.06 -0.02 0.494
H -4.7201 1.5580 -11.1662 0.09 -0.23 -0.19 0.490
H -3.6440 2.9208 -11.4735 0.12 -0.12 -0.27 0.469
H -1.4406 4.8854 -6.0432 0.26 0.20 0.17 0.332
H -1.5262 5.1334 -7.7637 0.05 -0.06 -0.20 0.343
H 2.9289 2.6811 -2.8636 0.16 -0.14 -0.18 0.384
H 3.2881 3.9246 -4.0605 0.02 0.11 0.08 0.361
H 1.2096 5.1091 -3.4135 -0.45 -0.23 -0.05 0.513
H 0.8004 3.8170 -2.2361 -0.10 -0.13 -0.19 0.266
H 3.2087 4.3296 -1.3253 0.17 0.08 -0.04 0.332
H 3.0925 5.8365 -2.2305 0.05 -0.05 -0.11 0.492
H 2.5057 6.1699 0.0714 -0.04 0.17 -0.06 0.425
H 1.0530 6.4531 -0.8490 -0.13 -0.13 -0.18 0.434
H 0.3383 4.0810 -0.1874 -0.32 0.10 0.25 0.398
H 0.6329 5.2140 1.1813 -0.36 -0.20 -0.01 0.398
H 1.9462 3.5509 2.0440 0.08 0.08 0.04 0.396
H 3.1384 3.9298 0.8099 -0.05 0.30 0.05 0.529
H 0.8771 1.9191 0.4838 -0.06 0.05 -0.09 0.260
H 2.1224 2.3083 -0.7116 -0.07 -0.14 -0.06 -0.761
H 3.8535 1.3952 0.8678 0.01 0.03 -0.09 0.345
H 2.6268 1.2762 2.1139 -0.06 -0.24 0.04 0.338
H 2.3965 0.1188 -1.4083 0.09 0.09 -0.03 0.226
H 4.0235 -0.2126 -0.7415 0.00 0.14 0.05 0.314
H 2.8186 -1.4870 -0.8453 -0.12 -0.06 0.25 0.315
H 2.7191 0.7738 -4.1886 -0.03 -0.07 0.01 0.486
C -2.1484 2.4797 5.9915 -0.06 -0.15 0.31 -1.801
C -0.8862 2.1819 5.1309 -1.79 0.77 0.40 1.911
C -1.1804 1.3011 3.8984 0.39 -0.55 -0.21 -0.741
C -1.1852 -0.2169 4.1012 -0.11 0.02 0.15 -0.636
C -0.0165 -0.6662 4.9784 0.03 0.21 -0.56 -1.241
C 0.0398 0.1211 6.2849 -0.82 -1.07 1.22 1.978
N 0.1526 1.5877 6.0178 1.05 -0.48 -2.08 0.437
O 1.3277 1.8391 5.5316 0.14 0.32 0.65 -0.603
C -1.2215 -0.2452 7.0928 -0.26 0.24 -0.02 -2.203
C 1.1949 -0.3529 7.1576 0.55 0.22 -0.10 -2.016
C -0.4925 3.5493 4.5791 0.85 0.16 -0.04 -1.482
H -2.1254 2.0005 6.9652 0.01 -0.16 -0.10 0.390
H -2.2100 3.5413 6.2330 0.00 0.05 -0.24 0.479
H -3.0719 2.1871 5.4898 0.02 0.01 -0.02 0.299
H -0.4057 1.5018 3.1509 0.07 0.13 0.10 -0.293
H -2.1219 1.6191 3.4468 -0.01 0.11 0.09 0.475
H -2.1378 -0.5460 4.5238 0.04 0.00 0.09 0.269
H -1.1102 -0.7084 3.1289 -0.03 0.06 -0.03 0.504
H -0.1082 -1.7318 5.1972 0.00 0.03 0.16 0.425
H 0.9214 -0.5517 4.4261 0.02 0.16 0.07 0.347
H -1.2262 0.2491 8.0657 0.02 0.02 -0.01 0.400
H -1.2368 -1.3214 7.2658 0.18 0.00 0.01 0.384
H -2.1543 -0.0092 6.5869 0.02 0.03 0.00 0.503
H 2.1610 -0.2641 6.6622 -0.05 0.12 -0.05 0.405
H 1.0628 -1.4019 7.4227 -0.13 0.00 -0.04 0.432
H 1.2349 0.2166 8.0880 0.00 0.04 -0.03 0.468
H -0.1506 4.2202 5.3688 0.01 -0.07 0.05 0.536
H -1.3508 4.0197 4.0980 -0.16 -0.19 0.08 0.453
H 0.2941 3.4833 3.8275 0.09 -0.04 0.12 -0.035
C 3.0259 -3.8656 12.6720 0.31 0.17 0.00 -1.659
C 2.3052 -4.2833 11.3575 0.27 0.11 1.93 1.851
C 2.3763 -5.7986 11.0769 0.14 -0.30 -0.63 -1.334
C 3.6200 -6.3261 10.3558 0.11 0.10 0.13 -0.531
C 4.0198 -5.4145 9.1963 -0.46 -0.36 0.02 -1.231
C 4.1477 -3.9611 9.6437 1.77 0.26 0.30 1.807
N 2.8668 -3.4726 10.2392 -1.15 -1.60 -1.29 0.404
O 1.9823 -3.3634 9.2993 0.04 0.75 0.06 -0.566
C 5.3321 -3.8879 10.6284 -0.09 0.02 0.33 -2.067
C 4.5656 -3.0679 8.4809 -0.46 0.20 -0.32 -1.862
C 0.8337 -3.9811 11.6394 -0.32 0.30 -0.68 -2.011
H 3.9200 -3.2742 12.5013 0.06 -0.15 -0.09 0.399
H 2.3944 -3.2040 13.2655 -0.17 -0.17 0.01 0.469
H 3.2982 -4.7242 13.2875 -0.03 -0.01 -0.01 0.286
H 1.5260 -6.0606 10.4400 -0.06 0.17 0.02 0.413
H 2.2297 -6.3431 12.0112 -0.03 0.12 0.07 0.383
H 4.4490 -6.4502 11.0569 0.04 0.09 -0.03 0.294
H 3.4124 -7.3256 9.9681 -0.04 -0.01 0.06 0.417
H 4.9680 -5.7516 8.7727 0.07 0.14 0.03 0.417
H 3.2830 -5.4995 8.3917 -0.09 0.15 0.06 0.340
H 5.5117 -2.8630 10.9566 -0.03 0.01 -0.01 0.390
H 6.2356 -4.2421 10.1312 -0.06 0.06 -0.15 0.428
H 5.2120 -4.5112 11.5104 -0.03 0.02 0.00 0.458
H 3.8664 -3.1123 7.6471 -0.08 0.01 0.09 0.360
H 5.5417 -3.3773 8.1076 0.02 -0.10 0.10 0.423
H 4.6486 -2.0284 8.8030 -0.05 -0.01 0.01 0.443
H 0.6600 -2.9086 11.7384 0.05 0.00 0.00 0.479
H 0.5427 -4.4582 12.5755 0.17 -0.04 0.05 0.434
H 0.1712 -4.3629 10.8635 0.07 0.10 -0.08 0.371
```
Positions in Å, forces in eV/Å.

## Properties
net charge: 0
multiplicity: 3
HOMO-LUMO gap (alpha / beta): 8.175 / 8.503 eV